{"formula": "C18H30N3OY", "method": "ωB97M-V with the def2-TZVPD basis set", "homo_ev": [-14.4, -14.4], "gap_ev": [4.68, 5.25], "relative_energy_ev": 6.3483, "lumo_ha": [-0.35797, -0.33535], "multiplicity": 1, "charge": 2, "elements": ["C", "H", "H", "H", "C", "H", "H", "C", "H", "H", "H", "C", "C", "C", "C", "C", "C", "C", "C", "C", "C", "Y", "H", "H", "H", "H", "H", "H", "H", "H", "H", "H", "H", "H", "H", "H", "H", "C", "N", "C", "C", "C", "N", "C", "O", "N", "H", "H", "H", "H", "H", "H", "H"], "xyz": [[-1.8003, -0.4251, 1.6015], [-1.3725, 0.0015, 2.5144], [-2.7452, 0.0353, 1.3188], [-0.3918, 1.8409, 0.9482], [-1.8317, -1.9278, 1.6015], [-1.7612, -2.3635, 0.5893], [-0.9621, -2.3384, 2.1405], [-3.1344, -2.4154, 2.2613], [-3.2255, -3.5077, 2.2926], [-3.1730, -2.0274, 3.2847], [-4.0015, -2.0064, 1.7278], [0.0782, 0.3933, -2.4779], [-0.8067, -0.7110, -2.3339], [-2.0405, -0.2201, -1.7893], [-1.9027, 1.1825, -1.5753], [-0.5964, 1.5669, -2.0016], [-0.0583, 2.9558, -2.0242], [-2.9743, 2.0996, -1.1046], [-3.2821, -1.0099, -1.5449], [-0.5052, -2.1316, -2.6845], [1.4807, 0.3444, -2.9922], [-0.2112, 0.1683, 0.0631], [-2.5424, 2.9776, -0.6158], [-3.6419, 2.4584, -1.9062], [-3.6121, 1.5951, -0.3709], [-0.5928, 3.5984, -1.3149], [1.0064, 2.9694, -1.7505], [-0.1377, 3.4209, -3.0212], [1.9526, -0.6237, -2.7868], [1.5385, 0.5048, -4.0796], [2.1093, 1.1074, -2.5147], [-1.1869, -2.8211, -2.1727], [-0.5952, -2.3113, -3.7654], [0.5159, -2.4345, -2.4162], [-3.8158, -0.6647, -0.6484], [-3.9985, -0.9513, -2.3827], [-3.0517, -2.0731, -1.3968], [3.6827, 1.9632, 3.7495], [3.3570, 1.0061, 2.7035], [4.2806, 0.0617, 2.3334], [4.0101, -0.8658, 1.3585], [2.7484, -0.8156, 0.7701], [1.8694, 0.1361, 1.1258], [2.1073, 1.0849, 2.1021], [1.2498, 1.9375, 2.4265], [2.3361, -1.6678, -0.2016], [2.8159, 2.6167, 3.8850], [4.5701, 2.5356, 3.4529], [3.9223, 1.4232, 4.6738], [5.2057, 0.1592, 2.9109], [4.7233, -1.6300, 1.0542], [2.9940, -2.3810, -0.4794], [1.3971, -1.8206, -0.5381]]}